Record 1
21
Properties=species:S:1:pos:R:3 method="wB97M-V/def2-TZVPD" charge=0 e_homo_ev="-3.41 / -10.06" lumo_ha="0.027 / -0.129" multiplicity=3 gap_ev="4.159 / 6.546"
C 1.358 -1.240 -0.866
C 1.111 -1.377 0.633
C 0.085 -0.746 -0.302
C 0.003 1.788 2.329
C -1.553 -1.287 -1.924
N -0.657 1.734 1.023
O 1.427 1.661 -0.280
O -0.845 1.715 -1.356
O -1.100 -1.376 -0.572
S 0.048 1.236 -0.333
H 1.946 -0.331 -0.993
H 1.550 -1.934 -1.562
H 0.826 -2.304 1.139
H 1.819 -0.841 1.257
H 1.084 1.684 1.976
H -0.420 2.750 2.717
H -0.098 0.786 2.833
H -2.623 -1.521 -1.862
H -0.825 -1.854 -2.504
H -1.455 -0.220 -2.320
H -1.683 1.678 0.965

=====

Record 2
21
Properties=species:S:1:pos:R:3 method="wB97M-V/def2-TZVPD" charge=0 e_homo_ev=-8.91 lumo_ha=0.021 gap_ev=9.493
C -0.579 1.916 -1.268
C -0.018 0.512 -1.355
O -1.337 -0.515 -0.670
O 0.419 0.069 -2.439
H -2.182 -0.075 -0.516
H -1.513 1.942 -1.831
H 0.133 2.612 -1.710
H -0.784 2.251 -0.251
C -0.122 -2.109 0.960
C 0.869 0.049 -0.112
C -0.145 -0.622 0.821
N -0.545 0.101 1.874
O 1.468 1.156 0.549
O 1.808 -0.829 -0.592
H 2.418 0.986 0.530
H 1.613 -0.802 -1.580
H -0.798 -0.330 2.749
H -0.398 1.102 1.844
H 0.765 -2.383 1.536
H -1.014 -2.459 1.481
H -0.060 -2.571 -0.019

=====

Record 3
22
Properties=species:S:1:pos:R:3 method="wB97M-V/def2-TZVPD" charge=0 e_homo_ev=-10.29 smiles="CC(C)(C)S(=O)(=O)C[N+](=O)[O-]" lumo_ha=-0.028 gap_ev=9.536
C -0.162 -0.147 -1.991
C 1.466 1.300 -0.708
C 0.526 -0.903 0.220
C -2.914 0.569 -0.422
C 0.358 0.334 -0.618
N -3.100 -0.636 0.271
O -3.835 -0.743 1.258
O -2.402 -1.498 -0.201
O -1.153 1.228 1.554
O -1.055 2.611 -0.453
S -0.985 1.312 0.154
H -0.708 0.724 -2.379
H 0.651 -0.144 -2.789
H -0.792 -0.970 -1.942
H 1.044 2.060 -1.280
H 2.342 0.842 -1.210
H 1.599 1.895 0.247
H 1.562 -1.004 0.457
H 0.104 -0.507 1.137
H 0.040 -1.817 -0.087
H -3.625 1.359 -0.303
H -2.621 0.509 -1.382

=====

Record 4
19
Properties=species:S:1:pos:R:3 method="wB97M-V/def2-TZVPD" charge=0 e_homo_ev=-9.07 smiles="CCN[C@H](C=O)CS" lumo_ha=0.030 gap_ev=9.877
C 0.563 1.362 1.011
N 0.068 -0.021 1.055
C -0.424 -0.554 -0.191
C 0.586 -0.809 -1.298
S 1.807 -2.068 -0.819
C -1.240 -1.792 0.058
O -1.356 -2.674 -0.749
C -0.480 2.320 0.471
H 0.888 1.587 2.020
H 1.437 1.421 0.332
H 0.823 -0.623 1.374
H -1.139 0.188 -0.567
H -0.005 -1.033 -2.180
H 1.237 0.049 -1.443
H 1.218 -3.190 -1.262
H -1.751 -1.828 1.035
H -1.437 2.080 0.951
H -0.538 2.258 -0.607
H -0.258 3.328 0.808

=====

Record 5
19
Properties=species:S:1:pos:R:3 method="wB97M-V/def2-TZVPD" charge=0 e_homo_ev=-8.84 lumo_ha=0.030 gap_ev=9.646
C 1.031 0.348 -0.729
C 0.045 0.425 0.466
C -1.354 0.769 0.163
C 0.670 1.346 1.481
C 0.124 -2.633 -0.731
N 2.075 -0.722 -0.279
O -0.139 -0.912 0.973
S 1.314 -1.825 0.444
H 0.692 0.182 -1.703
H 1.573 1.361 -0.764
H -1.888 -0.004 -0.294
H -1.369 1.549 -0.567
H -1.887 1.132 1.005
H 0.048 1.366 2.377
H 0.704 2.424 1.082
H 1.610 0.975 1.834
H -0.363 -1.752 -1.337
H -0.601 -3.173 -0.207
H 0.755 -3.332 -1.367

=====

Record 6
19
Properties=species:S:1:pos:R:3 method="wB97M-V/def2-TZVPD" charge=0 e_homo_ev=-8.80 smiles="CCN[C@H](C=O)CS" lumo_ha=0.030 gap_ev=9.609
C -1.721 0.121 -0.073
N -0.356 0.642 0.002
C 0.704 -0.144 -0.590
C 1.952 0.684 -0.777
S 3.107 0.049 -2.043
C 0.864 -1.355 0.304
O 0.508 -2.465 0.001
C -2.491 0.388 1.215
H -2.220 0.633 -0.889
H -1.704 -0.946 -0.311
H -0.155 1.042 0.906
H 0.340 -0.541 -1.535
H 1.670 1.687 -1.066
H 2.557 0.796 0.126
H 3.754 -0.808 -1.241
H 1.241 -1.148 1.324
H -3.036 1.325 1.158
H -1.804 0.438 2.071
H -3.209 -0.400 1.418

=====

Record 7
18
Properties=species:S:1:pos:R:3 method="wB97M-V/def2-TZVPD" charge=0 e_homo_ev=-9.08 smiles=C[C@]1(CCS)CN1 lumo_ha=0.034 gap_ev=10.001
C 0.876 0.936 -1.132
C 0.646 -0.093 -0.038
C -0.388 0.327 1.011
C -1.800 0.653 0.439
C 1.760 -1.012 0.421
H 1.702 0.560 -1.773
H 0.996 1.927 -0.666
H 0.014 1.044 -1.835
H -0.461 -0.516 1.742
H -0.010 1.235 1.517
H -1.775 1.444 -0.327
H -2.412 0.947 1.302
H -1.629 -0.987 -1.297
H 2.733 -0.843 -0.046
H 1.699 -1.333 1.469
H 0.001 -2.022 0.070
N 0.674 -1.472 -0.477
S -2.626 -0.794 -0.380

=====

Record 8
18
Properties=species:S:1:pos:R:3 method="wB97M-V/def2-TZVPD" charge=0 e_homo_ev=-8.90 smiles=CC[C@]1(CS)CN1 lumo_ha=0.036 gap_ev=9.893
C 0.240 2.549 -0.700
C 0.851 1.197 -0.370
C -0.062 -0.017 -0.564
C 0.500 -1.317 0.003
C -0.955 -0.091 -1.737
H -0.140 2.667 -1.793
H 1.004 3.355 -0.572
H -0.555 2.854 -0.084
H 1.755 1.031 -0.950
H 1.189 1.252 0.649
H 1.522 -1.462 -0.210
H -0.053 -2.153 -0.399
H -0.853 -1.116 1.917
H -0.972 0.706 -2.440
H -1.157 -1.065 -2.203
H -1.781 1.041 -0.260
N -1.503 0.091 -0.395
S 0.445 -1.354 1.832

=====

Strongest force on any atom list, top to bottom, in Eh/bohr: 0.1720; 0.0293; 0.0975; 0.0244; 0.0695; 0.0145; 0.0251; 0.0593
ΔE to the lowest compared entry with this formula, charge and spin list, top to bottom, in kcal per mole: 111.24; 55.39; 155.31; 35.82; 83.06; 39.72; 17.99; 17.77